Entry 1:
{"formula": "C25H26NO5P", "method": "ωB97M-V/def2-TZVPD", "smiles": "C#CC[PH2](CC(=O)c1ccccc1)NCC.O=C1C=CC(=O)C=C1.O=C1C=CC(=O)C=C1", "relative_energy_kj_mol": 0.0, "orbital_gap_ev": 6.9, "homo_ev": -8.5, "elements": ["P", "O", "O", "O", "O", "O", "N", "C", "C", "C", "C", "C", "C", "C", "C", "C", "C", "C", "C", "C", "C", "C", "C", "C", "C", "C", "C", "C", "C", "C", "C", "C", "H", "H", "H", "H", "H", "H", "H", "H", "H", "H", "H", "H", "H", "H", "H", "H", "H", "H", "H", "H", "H", "H", "H", "H", "H", "H"], "coordinates": [[0.57804, 0.13133, -0.24381], [1.09886, -7.90345, 4.28636], [-1.93443, 0.47433, -2.94308], [4.02126, -5.07256, 0.89925], [-0.86304, 7.40341, -4.27996], [-1.59417, 4.54115, 0.11285], [1.31472, 1.09770, 1.10983], [-4.66165, -0.99732, 0.98192], [-0.40792, 7.14274, -1.98591], [1.76807, -7.25646, 3.51105], [2.87294, -1.32467, -0.11708], [3.93068, -6.24525, 2.93982], [-2.82065, 0.34752, 0.27882], [3.19590, -6.95754, 3.78944], [1.10237, 2.53892, 0.93479], [-0.59092, 6.42337, -0.88234], [-1.42850, 5.19862, -0.89287], [2.27089, -0.27560, -0.90044], [-1.03234, 6.74838, -3.27491], [-2.05173, 4.80253, -2.17974], [1.19280, -6.73090, 2.24735], [1.77953, 3.13592, -0.29654], [-4.57730, -1.73110, -0.18293], [-0.33820, -0.79469, -1.70042], [3.35421, -5.72176, 1.67688], [-2.73126, -0.40100, -0.88168], [1.92826, -6.01909, 1.39776], [-1.67165, -0.15668, -1.94332], [-3.61235, -1.44312, -1.12695], [-3.79681, 0.05378, 1.21954], [3.42250, -2.17607, 0.52067], [-1.86834, 5.52183, -3.28369], [-3.85885, 0.62817, 2.13001], [-0.56716, -1.79303, -1.32550], [4.97247, -6.01546, 3.12386], [0.15088, -6.95936, 2.06330], [2.80534, 2.80070, -0.42088], [4.14363, -2.83028, 0.93273], [2.29303, -0.53060, -1.95576], [1.52959, -5.62443, 0.47189], [2.88914, 0.60530, -0.76646], [-5.40771, -1.23793, 1.72418], [3.59582, -7.35021, 4.71553], [-5.24814, -2.55848, -0.36632], [0.24770, -0.81904, -2.61191], [-2.13562, 1.15853, 0.46373], [-2.31265, 5.25112, -4.23283], [-2.65437, 3.90260, -2.16564], [1.22291, 2.86130, -1.19168], [0.78047, 0.84190, 1.93604], [0.19787, 8.03979, -2.00096], [1.53161, 3.03847, 1.80435], [-3.52627, -2.00752, -2.04232], [0.04327, 2.81981, 0.93162], [1.76733, 4.21870, -0.20419], [-0.14470, 6.69163, 0.06714], [-0.19901, 1.28059, -0.56282], [0.03368, -0.76653, 0.69222]], "mulliken_charge": [0.71, -0.54, -0.60, -0.58, -0.55, -0.58, -0.68, -0.39, -0.39, 0.34, -1.04, -0.38, 0.11, -0.36, -0.48, -0.28, 0.47, -0.58, 0.33, -0.38, -0.33, -1.21, -0.57, -0.91, 0.46, 0.24, -0.31, -0.03, -0.36, -0.78, 0.40, -0.39, 0.44, 0.42, 0.42, 0.41, 0.35, 0.64, 0.51, 0.45, 0.13, 0.38, 0.40, 0.39, 0.54, 0.51, 0.42, 0.46, 0.28, 0.33, 0.41, 0.49, 0.46, 0.33, 0.37, 0.45, -0.34, -0.03]}

Entry 2:
{"formula": "C25H27AsF6NRhSSi", "method": "ωB97M-V/def2-TZVPD", "relative_energy_kj_mol": 153.3, "charge": 1, "orbital_gap_ev": [4.9, 5.0], "homo_ev": [-11.7, -11.7], "spin_multiplicity": 2, "elements": ["Rh", "As", "S", "Si", "F", "F", "F", "F", "F", "F", "N", "C", "C", "C", "C", "C", "C", "C", "C", "C", "C", "C", "C", "C", "C", "C", "C", "C", "C", "C", "C", "C", "C", "C", "C", "C", "H", "H", "H", "H", "H", "H", "H", "H", "H", "H", "H", "H", "H", "H", "H", "H", "H", "H", "H", "H", "H", "H", "H", "H", "H", "H", "H"], "coordinates": [[-0.16930, 0.13020, 0.00830], [-0.05660, -0.15120, 4.18750], [1.72020, -4.08310, 0.00020], [0.19950, 2.46160, -0.21290], [-0.43860, 1.56450, 4.15320], [0.31540, -1.80850, 3.79980], [-1.74880, -0.48010, 3.94830], [-0.06150, -0.31440, 5.86800], [-0.04500, 0.08180, 2.20960], [1.63340, 0.25910, 4.04760], [1.32700, -1.53960, -0.15200], [0.68010, -2.68350, -0.11360], [-2.85620, -1.54880, -0.17050], [5.99270, 0.14280, -0.00770], [-1.44280, -3.96020, -0.01130], [5.79470, 1.01840, -1.25670], [-1.67070, 3.13640, 0.02370], [5.35640, -2.32680, 0.05530], [3.61960, -0.66520, -0.07800], [-0.75090, -2.74990, -0.12660], [0.94320, 3.17920, -1.85180], [7.43310, -0.37050, 0.00130], [1.00790, 3.32590, 1.32880], [-3.52560, -2.75170, -0.00150], [-3.54140, 4.35020, -0.80400], [-4.31550, 3.82850, 0.21620], [4.97310, -0.97260, -0.01200], [5.76980, 0.99120, 1.25670], [-3.76290, 2.96970, 1.15070], [-2.81690, -3.95440, 0.07090], [2.67610, -1.68550, -0.08120], [-2.41980, 2.62380, 1.06350], [3.09360, -3.03780, -0.00030], [4.44240, -3.35720, 0.06340], [-2.19550, 4.01640, -0.89780], [-1.46920, -1.52320, -0.21850], [-4.35880, 2.57590, 1.95940], [-1.99390, 1.96910, 1.81500], [3.26160, 0.35350, -0.11800], [5.91040, 0.42270, -2.15970], [-3.42220, -0.62870, -0.25270], [4.81320, 1.48410, -1.27540], [8.11770, 0.47240, 0.00240], [0.96360, 4.26220, -1.79070], [-3.96470, 5.02390, -1.53370], [-1.59790, 4.43620, -1.68940], [4.77490, 1.42610, 1.28280], [-5.35550, 4.11290, 0.29610], [5.89720, 0.38250, 2.14850], [2.03990, 3.00000, 1.41950], [1.96270, 2.83370, -1.99030], [7.64530, -0.96810, -0.88180], [-3.34850, -4.88310, 0.20740], [0.49890, 3.06240, 2.25320], [-0.88880, -4.88710, 0.03250], [-4.60300, -2.76170, 0.08010], [6.54390, 1.80510, -1.26330], [7.63710, -0.95860, 0.89200], [6.39850, -2.58100, 0.10750], [0.37680, 2.88980, -2.73160], [6.49900, 1.79580, 1.27850], [4.76650, -4.38330, 0.11990], [0.99420, 4.40620, 1.21530]], "mulliken_charge": [0.04, 1.98, -0.31, 0.84, -0.45, -0.45, -0.46, -0.42, -0.53, -0.45, -0.20, 1.31, 0.00, 2.29, -0.87, -1.50, 0.64, -0.38, 0.34, 0.57, -1.14, -2.24, -0.95, -0.67, -0.51, -0.57, 0.04, -1.39, -0.80, -0.73, -1.65, -0.21, 1.09, -1.33, -0.62, 0.08, 0.47, 0.41, 0.36, 0.39, 0.54, 0.19, 0.44, 0.37, 0.41, 0.36, 0.15, 0.41, 0.39, 0.25, 0.33, 0.46, 0.43, 0.28, 0.43, 0.43, 0.47, 0.46, 0.54, 0.38, 0.46, 0.42, 0.39]}

Entry 3:
{"formula": "C25H27BN11O4Sn", "method": "ωB97M-V/def2-TZVPD", "relative_energy_kj_mol": 0.0, "charge": 4, "orbital_gap_ev": [7.2, 5.5], "homo_ev": [-19.0, -19.0], "spin_multiplicity": 2, "elements": ["Sn", "O", "O", "O", "O", "N", "N", "N", "N", "N", "N", "N", "N", "N", "N", "N", "C", "C", "C", "C", "C", "C", "C", "C", "C", "C", "C", "C", "C", "C", "C", "C", "C", "C", "C", "C", "C", "C", "C", "C", "C", "B", "H", "H", "H", "H", "H", "H", "H", "H", "H", "H", "H", "H", "H", "H", "H", "H", "H", "H", "H", "H", "H", "H", "H", "H", "H", "H", "H"], "coordinates": [[-0.79318, -0.06200, -0.42479], [-2.98367, -1.10972, -0.70696], [-5.15431, -1.25691, -0.79867], [-1.23071, 4.57871, -1.16516], [-0.40034, 2.49953, -1.03021], [-0.35192, -0.09725, 5.63910], [-0.18492, -1.94881, -2.13216], [-0.59090, 0.00625, 3.16210], [2.55508, -0.61090, -1.56284], [1.01877, -2.24290, -2.71114], [3.22143, -1.52744, -3.84841], [3.26998, -0.74080, -4.96065], [0.82636, 1.04475, -3.60001], [-2.87968, 1.48285, -0.99495], [1.68096, -0.09815, -0.65118], [1.46065, -0.00432, -3.81891], [-0.17641, -4.10172, -2.81198], [3.80480, -0.62177, -1.03493], [2.40271, 0.21036, 0.42102], [0.98114, 1.90083, -4.71073], [-1.51201, 0.18931, 8.15049], [-5.24922, 1.71797, -1.07624], [-0.80909, 1.40892, 7.55190], [-0.48343, -0.03606, 4.31453], [4.31663, -2.29934, -3.87445], [-4.09875, 0.94995, -0.97142], [4.35758, -1.02905, -5.68853], [3.75080, -0.09941, 0.23126], [2.03791, -0.02398, -5.14941], [-1.33825, 3.27413, -1.10076], [5.05765, -2.01364, -5.01300], [-2.75959, 2.79845, -1.11642], [1.81167, 1.36425, -5.62380], [1.02547, -3.52880, -3.13330], [-3.84867, 3.65279, -1.23513], [-0.89332, -3.07946, -2.19133], [0.15464, 1.03330, 6.38846], [-0.75124, -1.10664, 7.84881], [-5.11871, 3.09495, -1.21081], [-0.66800, -1.33524, 6.35283], [-4.06541, -0.54651, -0.81657], [2.05504, -1.17271, -2.87259], [-3.70313, 4.71749, -1.34895], [-0.20142, 1.92354, 8.29524], [1.10276, 0.69967, 6.83512], [0.11543, -2.06780, 6.10003], [-1.59448, -1.73698, 5.92825], [4.50625, -3.02704, -3.10011], [0.24736, -1.06298, 8.29268], [-1.24085, -1.97118, 8.29485], [4.56897, -0.53491, -6.62442], [4.65393, -0.99988, -1.57823], [2.11023, 1.77239, -6.57829], [4.56892, 0.03645, 0.91611], [-1.52837, 2.13460, 7.17286], [1.34585, -0.62046, -5.77950], [-0.49093, -5.11430, -2.99362], [-5.98116, -0.76363, -0.90358], [-0.30290, 4.86775, -1.13027], [-6.23932, 1.28127, -1.05310], [-1.62005, 0.30316, 9.22682], [-1.89208, -3.12222, -1.79338], [1.92644, 0.64928, 1.28466], [-5.99642, 3.72270, -1.28808], [0.35670, 1.86204, 5.71584], [0.48575, 2.85724, -4.71956], [1.88609, -3.95943, -3.61861], [5.98939, -2.46225, -5.31404], [-2.52055, 0.10173, 7.73817]], "mulliken_charge": [1.10, -0.46, -0.42, -0.41, -0.37, 0.23, -0.38, -0.35, 0.25, 0.61, -0.07, -0.02, -0.64, 0.08, -0.12, 0.98, -1.20, -0.05, -0.25, -0.41, -0.56, -0.77, -0.58, 0.40, -0.01, 1.15, 0.03, -1.23, 0.22, 0.17, -1.06, 0.40, -0.65, -0.13, -0.58, -0.16, -0.58, -0.66, -0.77, -0.55, 0.42, -0.02, 0.55, 0.34, 0.32, 0.36, 0.45, 0.64, 0.37, 0.38, 0.51, 0.52, 0.45, 0.45, 0.32, 0.22, 0.46, 0.32, 0.43, 0.22, 0.36, 0.53, 0.46, 0.50, 0.47, 0.52, 0.49, 0.50, 0.32]}

Entry 4:
{"formula": "C25H27BN7O3PPd", "method": "ωB97M-V/def2-TZVPD", "charge": 2, "orbital_gap_ev": [5.4, 5.9], "homo_ev": [-14.8, -14.7], "elements": ["Pd", "P", "O", "O", "O", "N", "N", "N", "N", "N", "N", "N", "C", "C", "C", "C", "C", "C", "C", "C", "C", "C", "C", "C", "C", "C", "C", "C", "C", "C", "C", "C", "C", "C", "C", "C", "C", "B", "H", "H", "H", "H", "H", "H", "H", "H", "H", "H", "H", "H", "H", "H", "H", "H", "H", "H", "H", "H", "H", "H", "H", "H", "H", "H", "H"], "coordinates": [[-0.03179, 0.60150, -0.61885], [-0.20579, -1.66392, 0.59253], [-3.71146, -1.23668, -0.91261], [1.12735, 1.41070, 1.00357], [-2.10753, 0.11632, -0.10233], [-0.73550, 0.40129, -3.48465], [1.32954, 1.68039, -1.78430], [0.90230, 2.15821, -2.96251], [-0.39760, -0.35699, -2.42821], [0.05000, 3.22284, 1.81470], [-1.49779, 2.50827, -2.44906], [-1.31435, 2.33752, -1.13483], [-2.38398, 2.83931, -0.50748], [1.08984, -0.45368, 4.19925], [1.89836, 2.85487, -3.52793], [2.23013, -4.92987, 0.10409], [-1.86928, -2.24151, 0.17776], [-0.21274, -0.96908, 2.23603], [-2.64271, 3.16559, -2.66182], [-1.23311, -1.69586, -3.99431], [-1.23431, -0.38393, -4.44164], [2.58433, 2.08238, -1.58630], [-0.70544, -1.63252, -2.71721], [1.11971, 2.45337, 1.70129], [-1.24630, 0.15796, 4.09096], [0.69219, -3.22533, 0.80871], [-2.66891, -1.04830, -0.35762], [2.99347, 2.83365, -2.68163], [0.96494, -5.20767, 2.13376], [1.89487, -5.68601, 1.21612], [-3.24447, 3.40364, -1.43658], [2.35998, 2.85814, 2.43046], [1.62645, -3.69966, -0.10716], [0.36076, -3.97796, 1.94079], [1.01204, -0.98099, 2.92482], [-0.03407, 0.12952, 4.77715], [-1.34105, -0.38023, 2.82136], [-0.51963, 1.92426, -3.47369], [3.15435, 3.01532, 1.70043], [0.03189, 0.56117, 5.76759], [2.67750, 2.05137, 3.09002], [2.35581, -6.65216, 1.37031], [0.05563, 4.06834, 2.36062], [-2.96358, 3.42733, -3.65674], [3.12242, 1.80352, -0.69587], [-0.35859, -3.61001, 2.66080], [1.76457, 3.32412, -4.48879], [-0.70042, 2.40576, -4.54585], [1.89919, -3.10793, -0.97367], [-4.17542, 3.90968, -1.24967], [-1.84868, -3.02208, -0.57838], [2.96760, -5.29580, -0.59734], [-2.28736, -0.35792, 2.29946], [-2.49929, 2.78180, 0.56246], [-1.55491, 0.03039, -5.38357], [1.88536, -1.42822, 2.46610], [-2.11831, 0.59953, 4.55467], [-1.56135, -2.57475, -4.52072], [-0.50211, -2.42829, -2.02294], [-0.78133, 2.98960, 1.29689], [2.02453, -0.49474, 4.74311], [2.21690, 3.76897, 3.00579], [0.70679, -5.79419, 3.00531], [3.95448, 3.28954, -2.84268], [-2.36407, -2.62986, 1.07003]], "mulliken_charge": [-0.37, 1.65, -0.56, -0.38, -0.32, 0.11, 0.43, -0.04, 0.46, -0.29, 0.09, 0.39, -0.38, -0.87, -0.03, -0.74, -0.89, 0.59, -0.07, -1.44, 0.01, -0.58, -0.39, 0.76, -0.85, 0.40, 0.43, -1.27, -0.78, -0.54, -1.37, -1.17, -0.24, -0.32, -0.41, -0.46, -0.62, 0.05, 0.28, 0.46, 0.25, 0.43, 0.22, 0.48, 0.66, 0.38, 0.47, -0.02, 0.46, 0.45, 0.54, 0.45, 0.43, 0.79, 0.50, 0.48, 0.50, 0.46, 0.78, 0.02, 0.52, 0.45, 0.44, 0.44, 0.63]}

Number 1: electronic energy -47356.825 eV. Number 2: electronic energy -126712.068 eV. Number 3: electronic energy -57414.617 eV. Number 4: electronic energy -56366.874 eV.